# 1
ORCA calculation (ωB97M-V/def2-TZVPD) on C37H93CaCuN6O13 as an isolated structure in a non-equilibrium geometry.

Output
HOMO level (spin up / spin down) = -13.77 / -13.77 eV
gap between HOMO and LUMO (spin up / spin down) = 6.332 / 2.784 eV
net charge = +3
spin multiplicity = 2
LUMO level (spin up / spin down) = -7.4 / -11.0 eV

Structure (XYZ):
```
151
Properties=species:S:1:pos:R:3:lowdin_charge:R:1
Cu 0.424 -0.626 -2.571 0.424
Ca 1.683 2.154 -0.469 1.541
C -0.321 -0.707 0.719 -0.264
O 0.293 0.203 -0.174 -0.484
H -1.297 -0.417 1.109 0.059
H -0.433 -1.697 0.277 0.042
H 0.316 -0.933 1.574 0.046
C 1.673 2.836 2.866 -0.085
O 1.101 2.920 1.579 -0.337
C -0.250 3.488 1.563 -0.130
C -0.643 4.011 0.172 -0.209
N -0.482 3.038 -0.851 -0.167
C -0.499 3.598 -2.237 -0.170
C -1.824 4.124 -2.790 -0.197
O -2.872 3.183 -2.663 -0.208
C -4.177 3.548 -3.136 -0.059
H 1.680 3.803 3.370 0.099
H 2.727 2.562 2.888 0.073
H 1.196 2.099 3.513 0.098
H -0.408 4.415 2.113 0.128
H -0.949 2.763 1.980 0.123
H -0.166 4.984 0.052 0.142
H -1.661 4.400 0.189 0.129
H -1.258 2.393 -0.910 0.090
H -0.084 2.849 -2.913 0.093
H 0.275 4.363 -2.290 0.129
H -1.623 4.370 -3.833 0.105
H -2.094 5.088 -2.359 0.135
H -4.693 4.371 -2.641 0.093
H -4.887 2.745 -2.938 0.090
H -4.120 3.810 -4.193 0.098
C -0.997 5.842 4.844 -0.083
O -1.838 4.667 4.907 -0.220
C -1.265 3.502 5.523 -0.168
C -2.440 2.451 5.490 -0.174
N -2.709 2.030 4.145 -0.080
C -3.860 1.245 3.899 -0.221
C -4.150 1.154 2.434 -0.219
O -3.913 2.419 1.855 -0.156
C -3.856 2.311 0.445 -0.107
H -0.089 5.664 4.269 0.059
H -0.695 6.169 5.839 0.091
H -1.508 6.676 4.362 0.092
H -0.958 3.793 6.528 0.121
H -0.351 3.289 4.969 0.088
H -3.299 2.943 5.946 0.121
H -2.263 1.620 6.173 0.111
H -2.626 2.742 3.433 0.086
H -4.679 1.741 4.421 0.129
H -3.741 0.251 4.332 0.106
H -5.195 0.851 2.365 0.131
H -3.619 0.347 1.930 0.106
H -3.117 1.725 -0.101 0.063
H -3.603 3.326 0.139 0.078
H -4.818 2.112 -0.025 0.102
C -0.334 -5.148 -6.026 -0.043
O 0.586 -4.355 -5.259 -0.236
C 0.876 -3.089 -5.789 -0.211
C 1.847 -2.133 -4.991 -0.134
N 1.673 -2.476 -3.581 -0.056
C 2.781 -2.157 -2.699 -0.211
C 2.528 -2.671 -1.282 -0.181
O 2.061 -4.040 -1.326 -0.167
C 1.572 -4.513 -0.104 -0.117
H -1.173 -4.455 -6.085 0.085
H -0.526 -6.024 -5.406 0.101
H 0.135 -5.365 -6.985 0.100
H -0.033 -2.548 -6.052 0.092
H 1.263 -3.255 -6.795 0.124
H 1.620 -1.082 -5.175 0.101
H 2.832 -2.316 -5.421 0.121
H 1.577 -3.466 -3.403 0.104
H 3.006 -1.091 -2.659 0.110
H 3.703 -2.566 -3.112 0.132
H 1.825 -1.982 -0.815 0.090
H 3.467 -2.443 -0.778 0.124
H 0.902 -3.819 0.404 0.060
H 2.414 -4.751 0.546 0.098
H 1.094 -5.463 -0.344 0.101
C -3.748 -8.436 0.147 -0.090
O -2.706 -7.619 0.629 -0.183
C -2.646 -7.527 2.087 -0.165
C -1.575 -6.634 2.767 -0.079
N -2.084 -5.292 3.112 0.234
C -1.005 -4.348 2.973 -0.125
C -1.470 -3.038 3.531 -0.202
O -1.733 -3.140 4.944 -0.186
C -1.905 -1.881 5.584 -0.082
H -4.675 -7.863 0.162 0.091
H -3.890 -9.273 0.831 0.096
H -3.564 -8.732 -0.886 0.102
H -2.564 -8.442 2.674 0.130
H -3.636 -7.228 2.429 0.125
H -0.741 -6.551 2.070 0.133
H -1.159 -7.070 3.675 0.164
H -2.538 -5.227 4.012 0.177
H -0.813 -4.119 1.925 0.136
H -0.063 -4.664 3.421 0.174
H -2.362 -2.594 3.089 0.140
H -0.684 -2.289 3.437 0.117
H -1.545 -1.064 4.959 0.079
H -1.494 -1.681 6.574 0.099
H -2.974 -1.816 5.785 0.094
C 9.199 3.691 2.342 -0.117
O 7.904 3.220 2.513 -0.196
C 6.911 4.205 2.356 -0.206
C 5.433 3.662 2.559 -0.138
N 4.992 2.896 1.356 -0.091
C 5.551 1.618 1.078 -0.194
C 4.620 0.943 0.054 -0.211
O 3.364 0.653 0.617 -0.314
C 3.330 -0.164 1.799 -0.056
H 9.910 2.870 2.439 0.095
H 9.455 4.300 3.209 0.094
H 9.409 4.213 1.408 0.095
H 7.033 4.855 1.490 0.125
H 7.022 4.849 3.228 0.116
H 4.746 4.495 2.711 0.109
H 5.298 3.100 3.483 0.117
H 4.562 3.453 0.632 0.103
H 5.578 1.035 1.999 0.117
H 6.558 1.784 0.695 0.128
H 5.000 0.039 -0.421 0.128
H 4.628 1.601 -0.816 0.118
H 4.286 -0.430 2.250 0.099
H 3.043 -1.165 1.477 0.080
H 2.667 0.097 2.623 0.094
C -0.467 3.608 -6.395 -0.112
O -1.147 2.653 -5.612 -0.214
C -0.873 1.229 -5.995 -0.153
C -1.535 0.171 -5.128 -0.162
N -1.372 0.431 -3.658 -0.032
C -2.436 -0.199 -2.824 -0.160
C -2.616 -1.722 -2.898 -0.190
O -1.499 -2.257 -2.245 -0.240
C -1.295 -3.672 -2.392 -0.035
H -0.652 3.651 -7.469 0.097
H 0.600 3.414 -6.507 0.083
H -0.615 4.530 -5.834 0.087
H 0.185 0.966 -6.025 0.109
H -1.224 1.200 -7.027 0.135
H -1.308 -0.753 -5.660 0.113
H -2.586 0.381 -5.325 0.126
H -1.256 1.422 -3.502 0.060
H -3.328 0.281 -3.228 0.118
H -2.427 0.139 -1.787 0.108
H -2.768 -2.050 -3.927 0.128
H -3.475 -2.091 -2.337 0.136
H -0.449 -3.921 -1.750 0.068
H -0.985 -3.819 -3.426 0.082
H -2.130 -4.282 -2.047 0.100
```

=====

# 2
ORCA calculation (ωB97M-V/def2-TZVPD) on a 8-piece molecular cluster, C37H97N9O12 overall in a non-equilibrium geometry.

Output
HOMO level = -8.37 eV
relative energy (zero: lowest compared OMol25 entry of this formula, charge and spin) = 307.5 kJ/mol
gap between HOMO and LUMO = 8.806 eV
SMILES string = COC[C@H](C)N.COC[C@H](C)N.COC[C@H](C)N.COCCNCCOC.COCCNCCOC.COCCNCCOC.COCCNCCOC.NC(N)=O
LUMO level = 0.4 eV

Structure (XYZ):
```
155
Properties=species:S:1:pos:R:3:lowdin_charge:R:1
C 0.300 0.429 0.132 -0.676
O -0.689 0.717 0.820 0.003
N 1.526 0.978 0.228 0.191
N 0.317 -0.557 -0.760 0.189
H 2.306 0.828 -0.390 0.072
H 1.539 1.686 0.951 0.074
H -0.533 -1.031 -1.000 0.079
H 1.219 -0.894 -1.050 0.069
C 0.912 2.879 3.489 -0.095
O 1.827 3.491 2.589 -0.236
C 1.790 4.937 2.587 -0.184
C 2.603 5.522 1.433 -0.216
N 2.029 5.390 0.109 -0.044
C 2.221 4.025 -0.413 -0.179
C 2.160 3.991 -1.974 -0.245
O 3.287 4.620 -2.533 -0.196
C 3.211 4.601 -3.963 -0.078
H 0.779 1.844 3.182 0.075
H -0.023 3.442 3.511 0.081
H 1.376 2.938 4.480 0.088
H 2.260 5.198 3.541 0.119
H 0.774 5.333 2.644 0.119
H 3.657 5.216 1.443 0.117
H 2.710 6.596 1.611 0.119
H 2.348 6.116 -0.515 0.107
H 1.289 3.509 -0.184 0.079
H 3.090 3.588 0.082 0.107
H 1.284 4.573 -2.296 0.110
H 1.861 3.025 -2.400 0.091
H 3.030 3.542 -4.164 0.077
H 4.113 4.969 -4.446 0.087
H 2.404 5.261 -4.294 0.089
C -0.158 -2.731 1.500 -0.102
O -0.818 -3.740 2.216 -0.202
C -0.812 -3.635 3.622 -0.208
C -1.528 -4.875 4.185 -0.205
N -2.868 -5.065 3.644 -0.065
C -3.525 -6.278 4.111 -0.226
C -3.834 -6.352 5.600 -0.253
O -4.480 -7.548 5.935 -0.202
C -4.921 -7.667 7.271 -0.103
H -0.831 -1.865 1.464 0.079
H -0.083 -3.127 0.487 0.068
H 0.791 -2.420 1.950 0.094
H -1.350 -2.753 3.982 0.124
H 0.227 -3.588 3.964 0.122
H -1.652 -4.552 5.227 0.108
H -1.032 -5.843 4.310 0.117
H -3.094 -4.929 2.675 0.106
H -2.914 -7.139 3.804 0.116
H -4.489 -6.523 3.655 0.121
H -4.412 -5.449 5.823 0.130
H -2.868 -6.393 6.120 0.116
H -5.321 -8.670 7.421 0.084
H -5.776 -6.993 7.375 0.090
H -4.066 -7.557 7.941 0.088
C 1.519 -3.701 -2.264 -0.095
O 2.093 -2.442 -1.970 -0.242
C 2.966 -2.007 -2.995 -0.206
C 3.211 -0.490 -3.035 -0.187
N 3.991 -0.027 -1.862 -0.050
C 4.353 1.419 -1.939 -0.173
C 5.469 1.629 -0.895 -0.212
O 6.642 0.910 -1.212 -0.199
C 7.546 0.613 -0.167 -0.090
H 0.852 -3.569 -3.122 0.089
H 0.985 -4.092 -1.401 0.082
H 2.221 -4.480 -2.582 0.093
H 2.629 -2.216 -4.019 0.122
H 3.877 -2.610 -2.921 0.124
H 2.353 0.172 -3.184 0.096
H 3.809 -0.217 -3.919 0.118
H 4.872 -0.522 -1.962 0.107
H 3.594 2.167 -1.711 0.067
H 4.698 1.660 -2.952 0.122
H 5.146 1.206 0.064 0.101
H 5.567 2.708 -0.736 0.124
H 7.044 0.223 0.722 0.072
H 8.100 1.522 0.081 0.090
H 8.180 -0.140 -0.631 0.094
C -1.661 4.170 0.725 -0.127
O -1.611 5.311 -0.082 -0.167
C -2.585 5.311 -1.108 -0.204
C -1.833 4.892 -2.400 -0.172
N -1.556 3.436 -2.360 -0.050
C -1.360 2.872 -3.664 -0.230
C -0.754 1.452 -3.643 -0.215
O -0.657 0.703 -4.835 -0.184
C 0.479 0.882 -5.638 -0.110
H -0.644 3.783 0.607 0.071
H -2.325 3.317 0.559 0.069
H -1.845 4.328 1.795 0.084
H -2.964 6.327 -1.241 0.116
H -3.437 4.666 -0.883 0.119
H -0.943 5.519 -2.450 0.108
H -2.465 4.990 -3.290 0.109
H -2.138 2.935 -1.709 0.102
H -0.779 3.540 -4.306 0.118
H -2.259 2.739 -4.292 0.117
H -1.267 0.738 -2.997 0.106
H 0.200 1.646 -3.133 0.093
H 1.455 0.940 -5.153 0.070
H 0.321 1.649 -6.402 0.089
H 0.500 -0.032 -6.244 0.081
C -2.729 -1.512 -6.597 -0.087
C -3.520 -2.659 -6.007 -0.409
C -3.269 -2.807 -4.510 -0.202
O -3.105 -1.557 -3.826 -0.184
C -2.865 -1.797 -2.443 -0.101
N -4.959 -2.335 -6.237 0.018
H -2.823 -1.513 -7.683 0.079
H -1.655 -1.635 -6.398 0.073
H -2.922 -0.546 -6.131 0.077
H -3.262 -3.527 -6.613 0.133
H -2.384 -3.453 -4.555 0.122
H -4.079 -3.344 -4.014 0.120
H -3.747 -2.359 -2.122 0.091
H -2.986 -0.826 -1.957 0.085
H -1.915 -2.218 -2.112 0.075
H -5.254 -1.537 -5.676 0.068
H -5.026 -1.863 -7.138 0.057
C -7.483 1.718 3.779 -0.091
C -5.993 1.429 3.912 -0.427
C -5.280 2.335 2.876 -0.216
O -3.886 2.498 3.108 -0.200
C -3.225 1.324 2.710 -0.127
N -5.663 1.793 5.326 0.040
H -8.035 1.034 4.426 0.076
H -7.816 1.524 2.756 0.077
H -7.841 2.714 4.041 0.079
H -5.824 0.362 3.762 0.129
H -5.611 3.376 2.974 0.129
H -5.470 2.097 1.822 0.128
H -2.252 1.234 3.195 0.084
H -3.045 1.521 1.646 0.065
H -3.673 0.330 2.788 0.091
H -4.656 1.762 5.497 0.066
H -5.649 2.791 5.077 0.066
C 6.114 -3.730 1.635 -0.060
C 4.749 -3.295 1.141 -0.422
C 4.454 -1.792 1.198 -0.200
O 4.007 -1.422 2.479 -0.190
C 3.701 -0.060 2.609 -0.104
N 4.565 -3.733 -0.243 0.039
H 6.237 -3.598 2.710 0.079
H 6.931 -3.210 1.128 0.074
H 6.309 -4.772 1.375 0.072
H 3.933 -3.798 1.674 0.137
H 3.589 -1.626 0.545 0.108
H 5.324 -1.204 0.884 0.111
H 3.116 0.145 3.505 0.089
H 3.396 0.456 1.701 0.055
H 4.706 0.301 2.903 0.094
H 4.217 -4.685 -0.209 0.075
H 3.803 -3.230 -0.688 0.027
```

=====

# 3
ORCA calculation (ωB97M-V/def2-TZVPD) on a 11-piece molecular cluster, C38H103N5O20 overall in a non-equilibrium geometry.

Output
HOMO level (spin up / spin down) = -9.49 / -9.49 eV
relative energy (zero: lowest compared OMol25 entry of this formula, charge and spin) = 432.9 kJ/mol
gap between HOMO and LUMO (spin up / spin down) = 6.693 / 2.089 eV
net charge = +1
spin multiplicity = 2
LUMO level (spin up / spin down) = -2.8 / -7.4 eV

Structure (XYZ):
```
166
Properties=species:S:1:pos:R:3:lowdin_charge:R:1
C -0.072 -8.768 7.163 -0.093
O -0.184 -7.365 6.871 -0.191
C -1.382 -6.916 6.345 -0.232
C -1.485 -5.504 5.582 -0.189
N -0.801 -5.431 4.333 -0.071
C -0.991 -4.320 3.464 -0.246
C -0.015 -4.113 2.399 -0.273
O 1.159 -3.624 2.939 -0.150
C 2.215 -3.559 2.027 -0.106
H 0.484 -9.154 6.309 0.080
H -0.890 -9.484 7.083 0.083
H 0.445 -8.876 8.116 0.087
H -2.080 -6.926 7.182 0.115
H -1.771 -7.599 5.590 0.111
H -1.054 -4.784 6.278 0.110
H -2.558 -5.318 5.544 0.117
H 0.178 -5.645 4.460 0.121
H -1.133 -3.382 4.001 0.121
H -2.009 -4.467 3.103 0.127
H -0.544 -3.439 1.726 0.109
H 0.123 -5.029 1.826 0.122
H 2.126 -2.680 1.389 0.067
H 2.277 -4.518 1.512 0.091
H 3.178 -3.475 2.529 0.086
C 4.582 0.331 4.249 -0.115
O 3.481 1.101 4.657 -0.171
C 2.963 1.912 3.614 -0.214
C 1.667 2.562 4.145 -0.201
N 1.943 3.778 4.920 -0.046
C 0.608 4.411 5.210 -0.179
C 0.929 5.830 5.650 -0.263
O 1.864 5.772 6.704 -0.161
C 1.882 6.997 7.412 -0.117
H 4.292 -0.022 3.259 0.071
H 4.706 -0.548 4.881 0.091
H 5.527 0.873 4.217 0.082
H 2.766 1.519 2.617 0.097
H 3.747 2.657 3.477 0.112
H 1.293 1.880 4.909 0.124
H 0.955 2.672 3.328 0.092
H 2.529 4.487 4.502 0.104
H -0.017 3.920 5.956 0.125
H 0.097 4.478 4.250 0.102
H -0.017 6.222 6.024 0.114
H 1.126 6.565 4.869 0.124
H 2.721 7.279 8.049 0.092
H 0.990 7.098 8.030 0.080
H 1.555 7.853 6.821 0.077
C -10.126 1.351 1.424 -0.083
O -9.358 2.444 0.817 -0.188
C -8.030 2.798 1.244 -0.243
C -6.995 1.809 0.830 -0.196
N -5.623 2.289 1.177 -0.059
C -5.227 3.527 0.437 -0.159
C -3.666 3.820 0.607 -0.155
O -2.915 2.617 0.291 -0.231
C -1.502 2.626 0.554 -0.095
H -11.203 1.515 1.393 0.076
H -9.872 1.268 2.480 0.081
H -10.103 0.357 0.978 0.075
H -8.036 3.025 2.310 0.124
H -7.757 3.780 0.858 0.105
H -7.075 1.681 -0.250 0.120
H -7.254 0.903 1.377 0.122
H -4.897 1.628 0.940 0.057
H -5.822 4.242 1.005 0.104
H -5.496 3.382 -0.609 0.096
H -3.388 4.029 1.640 0.111
H -3.307 4.666 0.021 0.108
H -1.139 2.956 1.528 0.073
H -0.927 3.171 -0.195 0.078
H -1.191 1.583 0.489 0.058
C 5.525 2.149 0.937 -0.055
O 6.474 1.845 -0.171 -0.161
C 6.477 0.380 -0.526 -0.131
C 5.251 -0.048 -1.382 -0.094
N 5.220 -1.505 -1.706 0.201
C 6.266 -2.185 -2.469 -0.075
C 6.251 -1.939 -4.013 -0.200
O 6.809 -0.733 -4.328 -0.198
C 6.910 -0.424 -5.677 -0.075
H 5.636 3.162 1.325 0.094
H 5.971 1.694 1.821 0.072
H 4.487 1.869 0.761 0.078
H 6.589 -0.279 0.335 0.127
H 7.326 0.119 -1.157 0.117
H 5.279 0.629 -2.236 0.141
H 4.292 0.152 -0.904 0.116
H 4.385 -2.042 -1.521 0.162
H 5.984 -3.231 -2.346 0.136
H 7.266 -2.095 -2.045 0.147
H 5.234 -2.112 -4.366 0.123
H 6.983 -2.535 -4.559 0.142
H 7.750 0.234 -5.905 0.107
H 5.912 -0.071 -5.935 0.095
H 7.164 -1.311 -6.258 0.095
C -3.780 -3.040 -6.020 -0.112
O -3.835 -1.832 -5.330 -0.176
C -2.542 -1.242 -5.178 -0.249
C -2.496 0.097 -4.564 -0.151
N -1.121 0.736 -4.347 -0.020
C -1.299 1.863 -3.402 -0.207
C -1.956 3.112 -3.941 -0.219
O -3.324 3.016 -4.218 -0.195
C -4.208 2.933 -3.097 -0.076
H -4.766 -3.491 -5.908 0.099
H -3.103 -3.659 -5.432 0.063
H -3.439 -2.924 -7.049 0.094
H -2.036 -1.307 -6.142 0.124
H -2.009 -1.910 -4.501 0.114
H -2.904 -0.139 -3.582 0.132
H -3.123 0.709 -5.212 0.130
H -0.829 1.194 -5.198 0.105
H -0.271 2.131 -3.158 0.079
H -1.579 1.632 -2.374 0.116
H -1.435 3.367 -4.865 0.118
H -1.890 4.000 -3.313 0.124
H -4.090 3.760 -2.397 0.071
H -3.986 2.004 -2.573 0.084
H -5.238 3.013 -3.445 0.098
C -0.094 -1.022 -0.916 -0.324
C 1.219 -0.397 -0.534 -0.218
O 1.141 -0.030 0.841 -0.059
O -0.114 -1.289 -2.207 -0.042
H -0.972 -0.395 -0.758 0.118
H -0.379 -1.898 -0.334 0.120
H 1.359 0.367 -1.299 0.097
H 2.039 -1.106 -0.645 0.098
H 0.512 -0.630 1.248 0.068
H 0.068 -0.545 -2.785 0.053
C -1.695 -4.548 -1.691 -0.196
C -1.906 -5.499 -2.900 -0.195
O -2.875 -6.454 -2.394 -0.073
O -1.431 -5.164 -0.366 -0.079
H -2.444 -3.757 -1.654 0.112
H -0.791 -3.952 -1.819 0.093
H -0.947 -5.995 -3.051 0.110
H -2.145 -5.047 -3.863 0.095
H -2.779 -7.245 -2.930 0.085
H -2.064 -5.880 -0.275 0.069
C 2.304 -1.013 -5.078 -0.239
C 2.901 0.181 -4.371 -0.163
O 1.964 0.886 -3.510 -0.107
O 1.130 -0.765 -5.844 -0.068
H 1.799 -1.737 -4.437 0.113
H 2.937 -1.664 -5.679 0.121
H 3.219 0.784 -5.221 0.126
H 3.816 0.052 -3.793 0.086
H 1.554 1.673 -3.874 0.036
H 0.419 -0.363 -5.340 0.030
C 1.468 4.477 -3.520 -0.177
C 2.706 3.961 -2.724 -0.206
O 2.358 2.932 -1.765 -0.083
O 1.278 3.444 -4.498 -0.097
H 1.646 5.466 -3.943 0.125
H 0.657 4.595 -2.801 0.113
H 3.019 4.791 -2.090 0.115
H 3.571 3.714 -3.339 0.119
H 2.192 2.150 -2.296 0.000
H 1.137 3.793 -5.381 0.109
O -1.521 0.328 3.199 -0.036
H -2.269 0.161 3.773 0.051
H -1.098 1.099 3.574 0.029
O -3.526 -0.341 1.136 -0.045
H -2.731 -0.860 1.017 0.014
H -3.306 0.279 1.831 0.000
```